[1]
Here is one molecule with the formula C2H4NOP from the OMol25 dataset. Energies are from wB97M-V/def2-TZVPD.

XYZ file:
```
9
Properties=species:S:1:pos:R:3:mulliken_charge:R:1
C -0.200 0.406 0.004 0.475
C -0.219 1.683 0.550 -0.634
N -1.389 -0.232 0.030 -0.636
O 0.921 -1.931 -0.405 -0.514
P 1.388 -0.350 -0.495 0.100
H -1.317 1.918 0.611 0.314
H 0.697 2.370 0.658 0.283
H -1.372 -1.083 -0.580 0.261
H 1.491 -2.780 -0.374 0.351
```

## Properties
* Kohn-Sham gap (spin up / spin down): 6.72 / 8.00 eV
* ΔE to the lowest compared entry with this formula, charge and spin: 64.1 kcal per mole
* M: 89.03 Da
* E_LUMO (spin up / spin down): -0.95 / -0.85 eV



[2]
Here is C2H4NOS as an isolated structure from the OMol25 dataset. Energies are from wB97M-V/def2-TZVPD.

XYZ file:
```
9
Properties=species:S:1:pos:R:3:mulliken_charge:R:1
C -0.503 0.138 -0.592 -0.610
C -0.308 0.553 0.812 -0.439
N 1.261 -0.591 -0.692 0.037
O 1.373 -1.697 -1.251 -0.581
S 1.210 -0.494 1.294 -0.396
H -1.121 -0.779 -0.690 0.246
H -0.659 0.983 -1.307 0.262
H -0.070 1.557 0.996 0.246
H -1.182 0.330 1.430 0.236
```

## Properties
* Kohn-Sham gap (spin up / spin down): 5.83 / 5.82 eV
* ΔE to the lowest compared entry with this formula, charge and spin: 39.9 kcal per mole
* M: 90.13 Da
* net charge: -1
* E_LUMO (spin up / spin down): 4.14 / 4.15 eV



[3]
Here is one molecule with the formula C2H4NP from the OMol25 dataset. Energies are from wB97M-V/def2-TZVPD.

XYZ file:
```
8
Properties=species:S:1:pos:R:3:mulliken_charge:R:1
C 0.949 -0.103 0.226 -0.655
C -0.217 0.573 -0.401 0.037
N -1.390 -0.309 0.011 -0.524
P -0.212 -1.086 -1.048 0.056
H 1.858 0.359 -0.206 0.272
H 0.746 -0.467 1.250 0.240
H -0.358 1.669 -0.779 0.334
H -1.375 -0.636 0.948 0.241
```

## Properties
* Kohn-Sham gap: 10.11 eV
* ΔE to the lowest compared entry with this formula, charge and spin: 31.3 kcal per mole
* M: 73.03 Da
* SMILES string: C1[C@@H]2NP12
* E_LUMO: 1.09 eV



[4]
Here is one molecule with the formula C2H4NP from the OMol25 dataset. Energies are from wB97M-V/def2-TZVPD.

XYZ file:
```
8
Properties=species:S:1:pos:R:3:mulliken_charge:R:1
C 0.642 0.929 0.470 -0.360
C 0.851 -1.312 -0.213 -0.248
N 0.091 -0.226 -0.011 0.068
P -1.639 -0.261 0.396 -0.024
H 1.665 1.067 0.062 0.200
H 1.907 -1.114 -0.295 0.165
H -2.073 -0.240 -0.929 0.065
H -1.445 1.156 0.519 0.135
```

## Properties
* Kohn-Sham gap (spin up / spin down): 7.43 / 7.44 eV
* ΔE to the lowest compared entry with this formula, charge and spin: 134.0 kcal per mole
* M: 73.03 Da
* E_LUMO (spin up / spin down): -0.94 / -0.94 eV



[5]
Here is a 2-piece molecular cluster, C2H4NP overall from the OMol25 dataset. Energies are from wB97M-V/def2-TZVPD.

XYZ file:
```
8
Properties=species:S:1:pos:R:3:mulliken_charge:R:1
C 1.035 0.375 -0.694 0.501
C 0.236 1.276 -0.199 -0.784
N 1.728 -0.296 -1.397 -0.441
P -2.241 -2.016 1.075 0.003
H -0.605 0.910 0.294 0.196
H 0.612 2.325 -0.174 0.228
H 2.485 -0.696 -0.843 0.286
H -3.249 -1.878 1.938 0.010
```

## Properties
* Kohn-Sham gap (spin up / spin down): 7.43 / 7.40 eV
* ΔE to the lowest compared entry with this formula, charge and spin: 82.7 kcal per mole
* M: 73.03 Da
* E_LUMO (spin up / spin down): -1.54 / -1.57 eV



[6]
Here is C2H4NP as an isolated structure from the OMol25 dataset. Energies are from wB97M-V/def2-TZVPD.

XYZ file:
```
8
Properties=species:S:1:pos:R:3:mulliken_charge:R:1
C 0.293 -0.430 0.018 0.639
C -1.019 0.045 -0.314 -1.150
N 0.950 -1.441 0.251 -0.476
P 1.804 0.785 -0.035 -0.057
H 2.262 0.499 1.332 0.047
H -1.381 1.018 0.205 0.281
H -1.691 -0.659 -0.093 0.405
H -1.217 0.183 -1.364 0.312
```

## Properties
* Kohn-Sham gap (spin up / spin down): 7.67 / 7.35 eV
* ΔE to the lowest compared entry with this formula, charge and spin: 52.5 kcal per mole
* M: 73.03 Da
* E_LUMO (spin up / spin down): -0.74 / -0.96 eV



[7]
Here is one molecule with the formula C2H4NP from the OMol25 dataset. Energies are from wB97M-V/def2-TZVPD.

XYZ file:
```
8
Properties=species:S:1:pos:R:3:lowdin_spin:R:1
C 0.281 0.188 -0.137 0.179
C -1.016 0.490 -0.204 0.368
N 0.942 -1.027 -0.034 0.632
P 2.083 0.360 -0.092 0.632
H -1.403 1.554 -0.371 0.017
H -1.821 -0.354 -0.455 0.024
H 0.575 -1.741 -0.770 0.073
H 2.124 0.448 1.251 0.075
```

## Properties
* 2S+1: 3
* Kohn-Sham gap (spin up / spin down): 5.86 / 6.55 eV
* ΔE to the lowest compared entry with this formula, charge and spin: 85.1 kcal per mole
* M: 73.03 Da
* E_LUMO (spin up / spin down): 1.02 / -2.81 eV



[8]
Here is one molecule with the formula C2H4NP from the OMol25 dataset. Energies are from wB97M-V/def2-TZVPD.

XYZ file:
```
8
Properties=species:S:1:pos:R:3:lowdin_spin:R:1
C 1.100 1.365 0.083 1.219
C 1.499 -0.025 -0.330 0.255
N 0.150 0.602 -0.225 0.442
P -1.629 0.255 -0.197 0.042
H 1.614 -0.862 0.268 0.009
H 1.950 -0.221 -1.326 0.004
H -2.240 1.387 0.469 0.005
H -1.440 -0.356 1.076 0.024
```

## Properties
* 2S+1: 3
* Kohn-Sham gap (spin up / spin down): 6.46 / 8.35 eV
* ΔE to the lowest compared entry with this formula, charge and spin: 106.9 kcal per mole
* M: 73.03 Da
* E_LUMO (spin up / spin down): 0.84 / -1.39 eV



[9]
Here is one molecule with the formula C2H4NPS from the OMol25 dataset. Energies are from wB97M-V/def2-TZVPD.

XYZ file:
```
9
Properties=species:S:1:pos:R:3:mulliken_charge:R:1
C 1.574 -0.054 -0.024 -0.862
C 0.123 0.045 0.006 0.037
P -1.099 -1.171 -0.004 -0.012
N -2.718 -0.551 -0.036 -0.145
S -3.316 0.873 0.060 -0.022
H 1.884 -1.054 -0.013 0.336
H 1.957 0.554 0.789 0.261
H 2.076 0.406 -0.975 0.243
H -0.480 0.952 0.198 0.165
```

## Properties
* Kohn-Sham gap (spin up / spin down): 6.76 / 6.67 eV
* ΔE to the lowest compared entry with this formula, charge and spin: 67.2 kcal per mole
* M: 105.10 Da
* SMILES string: C/C=P/N=S
* E_LUMO (spin up / spin down): -1.73 / -1.69 eV



[10]
Here is C2H4NS as an isolated structure from the OMol25 dataset. Energies are from wB97M-V/def2-TZVPD.

XYZ file:
```
8
Properties=species:S:1:pos:R:3:mulliken_charge:R:1
C -0.345 -0.255 -0.496 0.453
C 1.033 0.071 -0.008 -0.688
N -1.337 -0.145 0.299 -0.244
S 3.320 0.049 0.062 0.190
H -0.386 -0.540 -1.570 0.366
H 1.126 1.058 0.514 0.353
H -1.061 0.137 1.180 0.249
H -2.349 -0.374 0.018 0.322
```

## Properties
* Kohn-Sham gap (spin up / spin down): 6.06 / 6.05 eV
* ΔE to the lowest compared entry with this formula, charge and spin: 110.5 kcal per mole
* M: 74.13 Da
* net charge: +1
* E_LUMO (spin up / spin down): -7.93 / -7.87 eV



[11]
Here is a 2-piece molecular cluster, C2H4O2 overall from the OMol25 dataset. Energies are from wB97M-V/def2-TZVPD.

XYZ file:
```
8
Properties=species:S:1:pos:R:3:mulliken_charge:R:1
C -0.430 1.007 1.314 -0.177
O -1.551 0.824 0.959 -0.383
H -0.011 0.454 2.205 0.247
H 0.191 1.816 0.928 0.289
C 0.445 -0.981 -1.352 0.232
O 0.715 -2.141 -1.165 -0.399
H 0.006 -0.534 -0.543 -0.027
H 0.634 -0.445 -2.346 0.218
```

## Properties
* Kohn-Sham gap: 10.60 eV
* ΔE to the lowest compared entry with this formula, charge and spin: 62.7 kcal per mole
* M: 60.05 Da
* SMILES string: C=O.C=O
* E_LUMO: 0.36 eV



[12]
Here is C2H4O2P as an isolated structure from the OMol25 dataset. Energies are from wB97M-V/def2-TZVPD.

XYZ file:
```
9
Properties=species:S:1:pos:R:3:mulliken_charge:R:1
C 0.618 0.718 0.006 -0.150
C 0.308 -0.800 0.032 -0.774
O -2.376 -0.654 -0.581 -0.534
O -0.576 1.411 -0.186 -0.442
P -1.521 -0.096 0.475 0.032
H 0.987 0.934 1.150 0.133
H 1.431 1.172 -0.809 0.198
H 0.330 -1.321 -0.937 0.266
H 0.797 -1.364 0.849 0.272
```

## Properties
* Kohn-Sham gap: 7.42 eV
* ΔE to the lowest compared entry with this formula, charge and spin: 30.7 kcal per mole
* M: 91.03 Da
* net charge: -1
* E_LUMO: 4.69 eV



[13]
Here is a 2-piece molecular cluster, C2H4O2S overall from the OMol25 dataset. Energies are from wB97M-V/def2-TZVPD.

XYZ file:
```
9
Properties=species:S:1:pos:R:3:mulliken_charge:R:1
C 1.637 1.230 -0.138 -0.046
C -1.186 -1.502 0.382 -0.542
O -1.689 0.549 -1.034 -0.516
O 0.735 1.456 0.613 -0.365
S -1.550 0.087 0.344 0.413
H 2.400 1.983 -0.382 0.256
H 1.766 0.256 -0.638 0.186
H -1.020 -1.942 1.347 0.305
H -1.093 -2.117 -0.494 0.309
```

## Properties
* Kohn-Sham gap: 9.65 eV
* ΔE to the lowest compared entry with this formula, charge and spin: 62.5 kcal per mole
* M: 92.12 Da
* E_LUMO: 0.22 eV



[14]
Here is one molecule with the formula C2H4O2S from the OMol25 dataset. Energies are from wB97M-V/def2-TZVPD.

XYZ file:
```
9
Properties=species:S:1:pos:R:3:mulliken_charge:R:1
C -0.049 -1.148 -0.251 -0.326
C -0.652 0.954 0.094 -0.749
O -2.942 0.315 -0.739 -0.525
O -1.332 -1.538 0.259 -0.343
S -2.087 0.035 0.434 0.569
H -0.014 -1.043 -1.399 0.300
H 0.804 -1.084 0.428 0.344
H -0.013 1.050 0.958 0.384
H -0.620 1.626 -0.772 0.346
```

## Properties
* Kohn-Sham gap (spin up / spin down): 8.10 / 8.09 eV
* ΔE to the lowest compared entry with this formula, charge and spin: 111.1 kcal per mole
* M: 92.12 Da
* E_LUMO (spin up / spin down): -0.72 / -0.72 eV



[15]
Here is one molecule with the formula C2H4O2S from the OMol25 dataset. Energies are from wB97M-V/def2-TZVPD.

XYZ file:
```
9
Properties=species:S:1:pos:R:3:mulliken_charge:R:1
O -0.159 -0.243 -2.172 -0.566
C -0.272 -0.481 -1.011 0.605
O -0.615 -1.477 -0.506 -0.286
C -0.149 0.652 -0.030 -0.599
S 0.507 0.725 1.642 -0.192
H -0.324 -1.425 0.378 0.316
H 0.406 1.513 -0.635 0.312
H -1.188 1.123 0.159 0.265
H 1.721 -0.079 1.500 0.146
```

## Properties
* Kohn-Sham gap: 10.22 eV
* ΔE to the lowest compared entry with this formula, charge and spin: 42.6 kcal per mole
* M: 92.12 Da
* SMILES string: O=C(O)CS
* E_LUMO: 0.36 eV



[16]
Here is a 2-piece molecular cluster, C2H4O2S2 overall from the OMol25 dataset. Energies are from wB97M-V/def2-TZVPD.

XYZ file:
```
10
Properties=species:S:1:pos:R:3:mulliken_charge:R:1
C -0.293 -1.159 0.209 -0.895
C -1.281 -0.447 -0.300 0.077
O 2.259 0.929 -0.013 -0.379
O 1.150 1.478 2.096 -0.381
S -1.136 0.646 -1.662 -0.159
S 1.187 1.608 0.669 0.755
H 0.709 -1.132 -0.187 0.339
H -2.288 -0.479 0.084 0.282
H -0.445 -1.814 1.051 0.225
H 0.139 0.370 -1.946 0.136
```

## Properties
* Kohn-Sham gap: 8.15 eV
* ΔE to the lowest compared entry with this formula, charge and spin: 28.8 kcal per mole
* M: 124.19 Da
* E_LUMO: -0.98 eV



[17]
Here is C2H4O2S2 as an isolated structure from the OMol25 dataset. Energies are from wB97M-V/def2-TZVPD.

XYZ file:
```
10
Properties=species:S:1:pos:R:3:mulliken_charge:R:1
C 0.895 -0.410 0.646 -0.266
C -1.547 0.071 -0.380 -0.877
O 3.304 -1.203 0.027 -0.515
O 0.486 1.778 -0.539 -0.578
S 2.304 -0.172 -0.186 0.444
S -0.174 1.008 0.498 0.483
H 0.576 -1.184 1.372 0.339
H -2.017 1.027 -0.641 0.270
H -2.327 -0.323 0.372 0.330
H -1.500 -0.592 -1.169 0.371
```

## Properties
* Kohn-Sham gap: 8.94 eV
* ΔE to the lowest compared entry with this formula, charge and spin: 75.3 kcal per mole
* M: 124.19 Da
* E_LUMO: -0.53 eV



[18]
Here is one molecule with the formula C2H4O2S2 from the OMol25 dataset. Energies are from wB97M-V/def2-TZVPD.

XYZ file:
```
10
Properties=species:S:1:pos:R:3:mulliken_charge:R:1
C -2.513 -0.473 0.261 -0.339
C 1.632 0.033 -0.268 -0.897
O -0.101 0.804 1.579 -0.568
O -0.474 1.559 -0.745 -0.575
S -1.116 -1.243 0.003 0.004
S -0.019 0.543 0.171 1.146
H 1.760 -0.007 -1.377 0.345
H -3.470 -1.155 0.215 0.240
H 1.986 -0.937 0.174 0.329
H 2.315 0.874 -0.012 0.313
```

## Properties
* Kohn-Sham gap: 8.51 eV
* ΔE to the lowest compared entry with this formula, charge and spin: 93.1 kcal per mole
* M: 124.19 Da
* E_LUMO: -0.61 eV



[19]
Here is a 2-piece molecular cluster, C2H4O2S2 overall from the OMol25 dataset. Energies are from wB97M-V/def2-TZVPD.

XYZ file:
```
10
Properties=species:S:1:pos:R:3:mulliken_charge:R:1
C -1.047 0.723 -0.428 0.453
C -0.680 -0.607 -0.809 -0.713
O -1.507 1.796 -0.603 -0.299
O 1.365 0.372 2.027 -0.256
S 2.190 -0.267 0.635 -0.046
S -0.278 0.164 2.145 -0.179
H 0.137 -1.000 -0.296 0.329
H -1.553 -1.088 -0.511 0.312
H -0.477 -0.639 -1.902 0.273
H 1.850 0.545 -0.258 0.126
```

## Properties
* Kohn-Sham gap (spin up / spin down): 7.33 / 7.34 eV
* ΔE to the lowest compared entry with this formula, charge and spin: 103.0 kcal per mole
* M: 124.19 Da
* E_LUMO (spin up / spin down): -0.46 / -0.46 eV



[20]
Here is a 2-piece molecular cluster, C2H4O3 overall from the OMol25 dataset. Energies are from wB97M-V/def2-TZVPD.

XYZ file:
```
9
Properties=species:S:1:pos:R:3:mulliken_charge:R:1
O 0.344 1.571 -0.701 -0.475
C 0.124 0.600 -1.363 0.214
O -0.528 -0.501 -1.058 -0.391
H 0.486 0.507 -2.398 0.337
H -0.651 -0.787 -0.132 0.346
C 0.205 -0.339 1.675 -0.165
O -0.202 -1.463 1.564 -0.464
H 1.265 -0.051 1.787 0.273
H -0.465 0.535 1.764 0.324
```

## Properties
* Kohn-Sham gap: 11.17 eV
* ΔE to the lowest compared entry with this formula, charge and spin: 31.2 kcal per mole
* M: 76.05 Da
* SMILES string: O=CO.C=O
* E_LUMO: 0.29 eV



Record order is preserved below.
Electronic energy: -14961.8647, -16508.4248, -12915.1724, -12910.7183, -12912.9411, -12914.2512, -12911.0685, -12910.1229, -23749.7236, -14450.5432, -6231.5904, -15523.0499, -17066.5610, -17064.4526, -17067.4250, -27903.0886, -27901.0696, -27900.2998, -27899.8704, -8280.2052 eV